Entry 1:
{
  "formula": "C7H9P",
  "method": "ωB97M-V with the def2-TZVPD basis set",
  "symbols": ["P", "C", "C", "C", "C", "C", "C", "C", "H", "H", "H", "H", "H", "H", "H", "H", "H"],
  "coordinates": [[-1.640, -2.715, 0.060], [-0.728, -1.125, -0.042], [-0.237, -0.464, 1.053], [0.598, 0.784, 0.941], [1.949, 0.802, 0.204], [0.744, 1.441, -0.409], [0.006, 0.706, -1.536], [-0.490, -0.539, -1.369], [-2.692, -2.068, -0.557], [-1.911, -2.464, 1.516], [-0.588, -0.648, 1.974], [0.576, 1.234, 2.021], [2.667, 1.281, 0.762], [2.287, -0.079, -0.221], [0.816, 2.508, -0.445], [-0.104, 1.173, -2.508], [-1.075, -1.005, -2.181]],
  "forces_ev_per_angstrom": [[0.91, 0.70, 1.56], [1.80, 0.52, 0.97], [0.76, 1.12, -4.82], [-0.18, -1.51, 2.68], [-2.54, -0.67, 0.41], [-0.44, -0.02, -1.00], [0.85, -0.09, 0.95], [-1.02, 0.47, 0.09], [-1.25, -0.05, 0.06], [-0.31, -0.41, -1.54], [-1.01, -1.08, 3.27], [0.24, 0.15, -2.56], [1.42, 1.70, 0.64], [0.40, -1.73, -0.76], [-0.42, 0.46, -0.26], [0.15, 0.18, 0.15], [0.65, 0.27, 0.15]],
  "relative_energy_ev": 1.654,
  "orbital_gap_ev": 8.858,
  "largest_force_ev_per_a": 5.01,
  "energy_ha": -613.3680,
  "total_charge": 0,
  "smiles": "PC1=C[C@H]2C[C@H]2C=C1"
}

Entry 2:
{
  "formula": "C4H9NO",
  "method": "ωB97M-V with the def2-TZVPD basis set",
  "symbols": ["C", "C", "N", "C", "C", "O", "H", "H", "H", "H", "H", "H", "H", "H", "H"],
  "coordinates": [[1.773, -0.147, 0.593], [0.822, 0.607, -0.372], [0.153, -0.310, -1.311], [-0.669, 0.552, -0.454], [-1.555, -0.055, 0.655], [-1.958, -1.392, 0.456], [1.675, 0.096, 1.656], [1.634, -1.223, 0.461], [2.817, 0.068, 0.315], [1.229, 1.558, -0.736], [0.185, -0.017, -2.287], [-1.177, 1.373, -0.984], [-2.447, 0.584, 0.743], [-0.980, 0.038, 1.588], [-1.503, -1.732, -0.324]],
  "forces_ev_per_angstrom": [[-0.33, 0.37, -0.23], [0.61, -0.24, 0.07], [-0.08, 0.18, -0.12], [-0.44, -0.14, 0.10], [0.54, 0.40, -0.23], [0.01, 0.01, -0.16], [-0.18, 0.11, -0.17], [-0.14, 0.15, 0.11], [-0.35, 0.04, 0.01], [-0.02, -0.47, -0.19], [-0.19, 0.12, 0.36], [0.50, -0.16, 0.36], [0.18, -0.24, 0.04], [-0.26, -0.20, 0.01], [0.16, 0.08, 0.04]],
  "relative_energy_ev": 2.297,
  "orbital_gap_ev": 10.948,
  "largest_force_ev_per_a": 0.71,
  "energy_ha": -287.7480,
  "total_charge": 0,
  "smiles": "C[C@H]1N[C@H]1CO"
}

Entry 3:
{
  "formula": "C18H26NPtS3Sb",
  "method": "ωB97M-V with the def2-TZVPD basis set",
  "symbols": ["Pt", "C", "C", "C", "C", "C", "C", "C", "C", "C", "C", "C", "C", "H", "H", "H", "H", "H", "H", "H", "H", "H", "H", "H", "H", "H", "H", "H", "H", "H", "H", "S", "Sb", "S", "S", "C", "C", "C", "C", "C", "C", "N", "H", "H", "H", "H", "H", "H", "H", "H"],
  "coordinates": [[0.327, 0.011, 0.509], [2.050, -2.956, -0.153], [1.408, -2.069, 0.873], [2.164, -1.090, 1.553], [3.594, -0.842, 1.172], [1.580, -0.336, 2.621], [2.471, 0.597, 3.390], [0.212, -0.494, 2.908], [-0.485, 0.316, 3.962], [-0.573, -1.488, 2.207], [-2.007, -1.689, 2.616], [0.019, -2.266, 1.199], [-0.774, -3.267, 0.408], [1.861, -2.579, -1.162], [1.641, -3.962, -0.088], [3.123, -3.024, -0.006], [4.257, -1.468, 1.777], [3.869, 0.196, 1.332], [3.770, -1.066, 0.125], [2.798, 1.434, 2.769], [3.367, 0.063, 3.706], [1.994, 0.995, 4.279], [-0.642, -0.297, 4.853], [-1.460, 0.647, 3.606], [0.076, 1.196, 4.253], [-2.659, -0.939, 2.160], [-2.112, -1.599, 3.694], [-2.366, -2.674, 2.334], [-0.640, -4.271, 0.818], [-0.448, -3.280, -0.631], [-1.834, -3.034, 0.413], [-1.500, 2.646, -2.316], [0.548, 1.673, -2.669], [0.076, -0.579, -1.722], [1.684, 1.643, -0.420], [-2.898, 0.070, -0.770], [-2.322, 1.311, -0.168], [-3.051, 2.484, 0.146], [-2.285, 3.250, 1.008], [-1.102, 2.567, 1.235], [0.050, 3.083, 2.028], [-1.153, 1.363, 0.564], [-3.981, 0.084, -0.647], [-2.503, -0.820, -0.280], [-2.678, -0.027, -1.830], [-4.035, 2.695, -0.243], [-2.517, 4.223, 1.410], [-0.310, 3.528, 2.956], [0.577, 3.858, 1.470], [0.776, 2.311, 2.258]],
  "forces_ev_per_angstrom": [[0.22, 0.05, 0.06], [0.00, -0.02, 0.03], [0.00, -0.10, -0.09], [0.07, 0.01, -0.17], [0.00, 0.00, 0.02], [-0.10, 0.08, 0.11], [-0.01, -0.01, 0.01], [0.02, -0.04, -0.05], [0.01, 0.03, -0.03], [0.09, -0.01, -0.02], [0.02, 0.00, -0.04], [-0.11, 0.02, 0.06], [0.02, 0.02, 0.00], [0.00, -0.01, 0.00], [-0.01, 0.00, -0.01], [-0.01, -0.01, 0.01], [-0.01, 0.00, 0.00], [0.01, 0.00, 0.00], [-0.01, 0.02, 0.00], [-0.01, 0.01, 0.00], [0.00, 0.00, -0.01], [0.01, -0.01, -0.01], [-0.02, 0.01, 0.00], [-0.01, 0.00, 0.01], [0.00, 0.01, 0.00], [0.00, 0.01, 0.01], [0.00, 0.00, 0.01], [-0.02, 0.01, -0.01], [0.01, 0.00, 0.00], [0.01, 0.00, 0.01], [-0.01, -0.02, 0.00], [-0.01, 0.07, -0.01], [0.10, -0.22, 0.29], [0.07, 0.12, 0.01], [-0.15, 0.00, -0.12], [-0.06, 0.05, -0.01], [-0.06, 0.05, 0.14], [-0.02, -0.04, -0.06], [-0.15, 0.07, -0.04], [0.15, -0.14, -0.08], [-0.09, -0.05, -0.03], [0.05, 0.08, -0.09], [0.00, 0.01, 0.03], [-0.01, -0.03, 0.02], [0.01, 0.05, 0.03], [0.02, 0.02, 0.02], [-0.03, -0.02, 0.00], [-0.01, -0.01, 0.01], [0.00, -0.01, -0.03], [0.03, -0.04, 0.05]],
  "relative_energy_ev": 0.000,
  "orbital_gap_ev": [5.768, 6.257],
  "largest_force_ev_per_a": 0.37,
  "energy_ha": -2310.1537,
  "total_charge": 1,
  "spin_multiplicity": 2,
  "s_squared": 0.76
}

Entry 4:
{
  "formula": "C7H10NO2S",
  "method": "ωB97M-V with the def2-TZVPD basis set",
  "symbols": ["C", "C", "C", "O", "S", "C", "O", "N", "C", "C", "C", "H", "H", "H", "H", "H", "H", "H", "H", "H", "H"],
  "coordinates": [[2.549, -0.918, 1.707], [2.510, -0.464, 0.230], [2.397, -1.104, -0.925], [2.381, -1.849, -1.850], [2.419, 1.309, -0.068], [0.438, 1.914, -0.432], [0.502, 3.049, -0.739], [-0.311, 0.966, -0.188], [-1.582, 0.618, -0.621], [-2.616, 0.675, 0.426], [-1.421, -0.854, -1.016], [3.188, -1.712, 2.032], [1.394, -1.258, 1.790], [2.622, -0.008, 2.282], [-1.910, 1.226, -1.588], [-2.626, 1.592, 1.054], [-3.567, 0.565, 0.012], [-2.536, -0.150, 1.071], [-2.351, -1.442, -1.037], [-0.668, -1.184, -0.207], [-0.813, -0.970, -1.932]],
  "forces_ev_per_angstrom": [[-4.40, -0.38, -1.74], [0.45, 0.88, -0.77], [0.42, -1.49, 1.40], [-0.13, 1.34, 0.53], [0.28, -0.11, -0.25], [0.81, -1.38, 0.85], [0.11, 3.08, -1.15], [0.73, -1.24, 1.18], [-0.46, 0.40, -3.29], [-0.21, 1.90, 1.36], [1.55, -0.69, 0.57], [0.55, -0.40, -0.12], [2.53, 0.45, 0.65], [0.30, 0.07, 0.23], [0.39, -0.83, 1.74], [0.21, -0.41, -0.53], [-1.81, -0.01, -0.92], [0.51, -1.16, 1.19], [0.28, 0.07, -0.09], [-1.49, -0.18, -0.99], [-0.60, 0.08, 0.16]],
  "relative_energy_ev": 1.638,
  "orbital_gap_ev": 7.106,
  "largest_force_ev_per_a": 4.75,
  "energy_ha": -876.1220,
  "total_charge": -1,
  "smiles": "CC(=C=O)S/C([O-])=N/C(C)C"
}